DFT (wB97M-V/def2-TZVPD) results for C6H15MnN2O9 as an isolated structure at a distorted geometry.

Structure (XYZ):
```
33
C6H15MnN2O9, DFT wB97M-V/def2-TZVPD
H 27.25742 -5.82792 -6.54167
O 27.30265 -9.72694 -4.17075
O 25.68392 -8.90093 -1.18104
H 30.33215 -8.54790 1.25583
H 25.92420 -11.35159 -2.28807
H 24.19227 -10.21954 -0.82510
C 29.47158 -9.37273 -0.61831
C 30.62116 -8.80625 0.23297
Mn 27.39211 -7.97562 -1.98053
O 26.64521 -6.69485 -3.42242
O 27.49947 -6.37836 -0.45017
C 25.99764 -11.29742 -1.19831
H 27.06247 -11.30684 -0.94709
O 29.33916 -8.69620 -1.82176
H 31.01922 -7.92393 -0.27280
H 25.83936 -5.09057 -5.72781
C 25.27516 -10.03081 -0.64144
N 26.67198 -5.60142 0.11877
C 26.56717 -5.90606 -5.67298
N 26.38953 -10.29364 -4.82673
H 25.49844 -10.09479 0.46161
C 27.31424 -5.97308 -4.34357
H 25.51045 -12.20426 -0.77925
O 27.11079 -4.88464 1.07085
H 26.07370 -6.86144 -5.88170
H 31.45461 -9.52651 0.28252
H 28.35899 -6.34368 -4.52321
O 25.24575 -9.84477 -4.85525
H 28.51084 -9.30240 -0.06750
H 29.64748 -10.46961 -0.72711
O 25.51850 -5.47515 -0.29063
O 26.68990 -11.27751 -5.59642
H 27.51888 -4.91381 -3.99831
```

The net charge is -3. The largest force on an atom is 1.85 eV Å⁻¹. As for the multiplicity: 6. The value obtained for the HOMO-LUMO gap (spin up / spin down) is 6.015 / 6.467 eV. The total energy comes out at -2174.9478 Ha.